Record 1
17
Properties=species:S:1:pos:R:3:forces:R:3:mulliken_charge:R:1 method="wB97M-V/def2-TZVPD" lumo_ev=1.2 homo_energy_ev=-8.78 largest_force_ev_per_a=1.458 homo_lumo_gap_ev=9.99 relative_energy_ev=1.241
N 1.1332 -0.3394 -0.6018 -0.3082 -0.2829 0.1549 -0.363
C -1.3815 1.3007 -0.2375 1.4101 -0.1102 0.3532 -1.467
C 0.1215 -0.8166 0.3062 0.0320 -0.1392 -0.8334 -0.239
C 2.1120 0.4057 0.1622 0.6634 -0.6426 0.4593 -0.799
C -1.1437 -0.0178 0.4866 -0.2019 0.7970 0.7784 0.261
C -1.1785 -1.2969 -0.2721 -0.5246 -1.2162 -0.3035 -0.756
H 0.5292 -1.3699 1.1542 -0.3193 0.0631 0.1214 0.383
H -2.4266 1.4163 -0.4050 -0.8825 0.3993 0.0469 0.409
H -0.9021 1.2939 -1.2065 0.1678 -0.1426 -0.3215 0.345
H -1.3523 -1.1774 -1.3605 0.3159 -0.3267 0.7826 0.288
H 2.4805 -0.1360 1.0909 -0.2960 0.3261 -0.8525 0.283
H -0.9350 2.1754 0.2939 -0.5911 -0.6437 -0.1357 0.293
H 1.5241 -1.1127 -1.1504 -0.0550 0.4623 0.5052 0.239
H -1.6005 -0.0149 1.4796 0.2988 -0.1988 -0.1627 0.332
H -1.5862 -2.2260 0.2048 0.1565 1.1095 -0.6386 0.244
H 2.9817 0.6050 -0.4707 -0.1422 0.3412 0.2106 0.333
H 1.6244 1.3105 0.5261 0.2763 0.2042 -0.1647 0.212



Record 2
54
Properties=species:S:1:pos:R:3:forces:R:3:mulliken_charge:R:1 method="wB97M-V/def2-TZVPD" lumo_ev=0.1 homo_energy_ev=-8.16 largest_force_ev_per_a=0.750 homo_lumo_gap_ev=8.26 relative_energy_ev=2.184
O -0.0600 4.3302 1.8443 0.0725 -0.2560 -0.2577 -0.510
O 0.6056 0.6138 -1.9119 -0.2269 0.0816 -0.0312 -0.619
O -1.9372 2.1677 2.5246 0.5309 0.1061 0.1341 -0.424
N 0.0104 -4.4147 -2.3175 0.2172 -0.4892 -0.2752 -0.657
N 2.5745 -0.2891 -1.2553 0.3049 -0.1401 0.1234 -0.112
C -3.1188 1.9845 0.3923 0.1437 -0.0511 0.3871 -1.042
C -0.6520 1.9281 2.0684 -0.0842 0.1502 0.0074 0.178
C -2.9241 -3.2012 -0.5850 0.0208 -0.2483 -0.0889 -0.737
C -2.0563 -4.0361 -1.2312 -0.1656 0.0850 0.1096 -0.453
C 3.2260 0.9533 -0.9230 0.1961 0.2378 0.0809 -0.825
C 0.2097 2.9975 1.7788 0.0343 -0.1204 -0.0326 0.545
C 1.1088 0.3647 1.5037 -0.0373 -0.0019 0.0486 -0.466
C -1.3676 -1.3699 -0.7502 -0.2230 0.1388 0.1275 -0.090
C -0.1723 0.6291 1.9443 -0.0961 0.0666 0.0638 -0.802
C -0.8046 -3.5584 -1.6705 -0.0634 0.7075 0.2404 -0.089
C 3.3214 1.1617 0.5979 -0.2045 0.0268 -0.2916 -1.321
C -2.5788 -1.8618 -0.3478 0.1522 0.2097 0.0299 -0.328
C -0.4529 -2.2015 -1.4239 -0.0052 -0.3866 -0.1244 0.146
C 0.8231 -1.7728 -1.8765 0.0355 -0.4020 -0.2806 0.666
C 1.4943 2.7062 1.3226 -0.1356 -0.0857 0.0671 -0.521
C -0.9302 4.6090 4.1149 0.0851 -0.0505 -0.4377 -1.079
C 1.2881 -0.3620 -1.6763 0.2406 -0.0648 -0.0747 0.277
C 1.1700 -3.9958 -2.7455 -0.1070 -0.1388 0.0565 0.468
C 1.6212 -2.6731 -2.5385 -0.2588 0.3644 0.2466 -0.513
C -2.9887 1.5151 1.8380 -0.3542 -0.0726 -0.3848 -0.308
C -1.1250 4.8474 2.6223 -0.3784 0.3101 0.4361 -0.156
C 2.0343 -4.9748 -3.4757 0.0043 0.0067 -0.0118 -1.317
C 1.9559 1.4117 1.1701 0.0712 0.0364 0.1598 0.774
H 2.9883 -5.0945 -2.9644 0.1057 -0.0329 -0.0143 0.320
H 1.4405 -0.6603 1.4217 0.0491 -0.1027 0.0016 0.382
H -2.0875 4.4441 2.2974 0.1567 0.1101 -0.0158 0.071
H 2.2344 -4.6176 -4.4847 0.0751 -0.0144 -0.0937 0.338
H -3.9507 1.4777 -0.0893 -0.0905 -0.0595 -0.0916 0.438
H 1.5312 -5.9353 -3.5282 0.0013 -0.0317 -0.0097 0.354
H 3.7712 0.2760 1.0532 0.0735 0.0381 0.0309 0.396
H -1.6992 5.1373 4.6716 -0.0936 0.0450 0.0921 0.386
H -2.2066 1.7684 -0.1606 0.0474 -0.0199 -0.1064 0.171
H -2.2981 -5.0688 -1.4276 -0.0113 -0.1048 -0.0253 0.470
H 3.9697 2.0170 0.7899 0.0705 -0.0235 0.0423 0.431
H 4.2276 0.9561 -1.3652 -0.0999 0.0590 -0.0081 0.412
H -3.2850 -1.2177 0.1553 -0.0357 0.0901 0.0447 0.265
H 2.6293 1.7520 -1.3686 0.1495 -0.0421 0.0003 0.373
H 3.0400 -1.1381 -0.9739 -0.1696 0.0032 -0.0725 0.331
H -1.0026 3.5481 4.3377 -0.0248 -0.0674 0.0952 0.249
H 2.1267 3.5456 1.0767 0.0892 0.1343 -0.0066 0.435
H 2.5847 -2.3787 -2.9301 0.0666 0.0545 -0.0218 0.615
H -3.8853 -3.5665 -0.2534 -0.0639 -0.0572 0.0071 0.399
H -1.0994 5.9198 2.4048 -0.0407 -0.1514 0.0312 0.412
H -1.0990 -0.3403 -0.5755 -0.0216 0.0901 0.0086 0.243
H 0.0470 4.9712 4.4267 0.0642 0.0616 0.0605 0.312
H -2.8604 0.4262 1.8715 -0.0338 0.0905 0.0685 0.214
H -3.2942 3.0574 0.3579 -0.0293 0.0892 -0.0260 0.369
H -0.8238 -0.1947 2.1960 -0.0876 -0.0456 0.0502 0.545
H -3.8846 1.7746 2.4091 0.0843 -0.1321 -0.0688 0.383



Record 3
18
Properties=species:S:1:pos:R:3:forces:R:3:mulliken_charge:R:1 method="wB97M-V/def2-TZVPD" lumo_ev=0.9 homo_energy_ev=-9.06 largest_force_ev_per_a=1.756 homo_lumo_gap_ev=9.92 relative_energy_ev=1.219
O 0.5793 -1.8310 2.7556 0.2785 -0.5974 -0.7582 -0.635
C -0.7191 0.9826 0.0033 1.1063 0.1722 1.2382 0.071
C 0.6996 0.0531 -1.9536 -0.5817 0.1855 1.6465 -0.435
C -1.9057 1.5915 0.6921 -0.0344 0.5934 -0.8472 -1.235
C -0.5366 0.5620 -1.2358 -1.5174 -0.5872 -0.4701 -0.174
C 1.4934 -0.8965 -1.0249 0.1991 -0.2803 -1.6090 -1.044
H -1.4734 0.3891 -1.7812 0.2115 0.5107 -0.2070 0.206
H -2.2214 1.1140 1.6165 0.0809 -0.3002 -0.0684 0.304
H 0.3460 -0.3686 -2.8882 0.3614 -0.3081 -0.0820 0.335
H 0.8608 -1.6151 -0.5129 -0.2000 0.2951 0.3639 0.271
H 0.1261 1.0191 0.6994 0.2508 -0.0868 -0.3794 0.172
H 1.2780 -2.0328 2.1037 -0.5163 0.2185 0.5020 0.321
H 2.1484 -1.5193 -1.6469 0.2579 0.2416 0.1874 0.377
H -1.5709 2.6011 0.9611 -0.2012 -0.0374 0.1432 0.295
H -2.7518 1.7385 0.0190 -0.1199 -0.2463 0.0725 0.331
H 2.1007 -0.2749 -0.3764 -0.0013 -0.2948 0.4349 0.292
H 1.3331 0.9084 -2.1567 0.1920 0.1264 -0.4135 0.240
H 0.9117 -1.1015 3.2689 0.2336 0.3950 0.2462 0.310



Record 4
78
Properties=species:S:1:pos:R:3:forces:R:3:mulliken_charge:R:1 method="wB97M-V/def2-TZVPD" lumo_ev=0.4 homo_energy_ev=-10.01 largest_force_ev_per_a=3.363 homo_lumo_gap_ev=10.39 relative_energy_ev=4.906
O -6.9322 -1.2476 -0.7512 0.0491 0.2292 -1.1422 -0.512
O 4.1302 3.2386 7.0606 -0.7113 0.4161 0.5360 -0.578
O -5.2697 -5.8022 2.4278 0.3804 0.9645 -0.2639 -0.481
O 1.2422 -6.7629 -3.9800 -0.8616 0.7988 0.5966 -0.517
O -1.5750 -0.0313 -0.5991 0.5752 -0.4623 -0.3222 -0.493
O -5.3714 8.6613 -1.4744 -0.6905 0.7018 -0.4782 -0.538
O 2.3188 2.7314 -5.3922 -0.5083 0.4848 -1.1766 -0.557
O 8.3411 -5.2000 1.3670 1.0735 -0.7091 -0.2596 -0.573
C 6.6572 -3.5760 1.5028 0.5721 1.6508 -0.7129 -1.357
C -9.1897 -1.9112 -0.6250 0.2752 0.1774 -1.3069 -1.268
C 4.7314 1.2270 8.3187 -1.2723 0.7660 0.5234 -1.168
C 3.6539 2.2525 -5.4548 -0.9111 -0.7296 -0.1642 0.754
C 4.3892 2.6783 -4.2335 1.2151 0.3953 -0.3601 -1.411
C 9.1217 -3.1680 2.1903 0.2103 0.4921 -0.8931 -1.255
C -4.8512 7.4462 -1.9139 1.4122 -1.5604 0.6034 0.291
C -8.1381 -1.2682 -1.5621 -0.7592 0.6157 2.9323 0.478
C 3.4194 1.1164 6.1904 1.0068 0.4724 -0.5493 -1.253
C 8.1801 -3.7936 1.1600 -2.1122 -1.5390 2.1159 0.564
C 4.4922 1.8625 7.0013 0.1280 0.3791 -1.9207 0.430
C 4.3324 2.5506 -6.7936 -0.1118 1.4893 0.1005 -1.286
C -5.9553 -6.9997 2.6117 0.3996 -1.0290 0.3026 -0.500
C -3.3853 7.5920 -2.4055 -0.2809 -0.9018 0.4533 -1.175
C -4.9858 6.4185 -0.7624 0.5768 0.5942 -0.2714 -1.185
C 0.2846 -5.6447 -3.7889 1.5735 -1.2977 -0.8748 -0.404
C -0.9904 -0.8968 0.3725 -0.2981 0.6426 0.9308 -0.507
C -8.5890 0.1721 -1.7686 0.6968 0.3023 -1.0368 -1.299
H 7.6195 -5.7109 0.9931 -0.1185 0.2321 -0.1605 0.303
H 4.8477 3.8080 6.7732 0.0449 -0.2417 0.0577 0.326
H -4.6186 5.4329 -1.0484 -0.2279 -0.0639 -0.0149 0.352
H -8.7677 -2.7995 -0.1550 -0.3892 -0.2936 -0.1348 0.414
H -10.0346 -2.1133 -1.2833 -0.3829 -0.4421 0.5216 0.334
H 4.0125 1.9091 -7.6147 0.5083 -0.4773 0.3474 0.310
H 2.4527 1.0981 6.6937 0.1353 -0.0870 0.0971 0.351
H 6.0726 -3.7178 0.5939 -0.1497 -0.2237 0.0311 0.393
H 5.4548 1.8620 6.4900 0.0048 -0.3910 -0.5369 0.296
H 8.7546 -3.2652 3.2121 -0.1985 -0.0212 -0.1610 0.305
H 5.3361 2.1395 -4.2693 0.1032 -0.0932 0.5742 0.336
H -4.3651 6.7621 0.0651 0.0898 -0.0277 0.2287 0.323
H -8.0377 -1.8021 -2.5070 0.2666 -0.0847 0.0486 0.231
H 6.2128 -4.1423 2.3212 0.6509 -0.4487 -0.0593 0.359
H -6.0176 6.4003 -0.4112 0.0239 -0.2111 -0.1442 0.306
H 10.1140 -3.6176 2.1534 -0.0966 -0.2549 -0.1339 0.352
H -0.0543 -5.7233 -2.7559 -0.1181 0.0879 -0.2948 0.182
H 3.8252 2.4595 -3.3268 0.1774 -0.0246 0.0090 0.428
H 4.1739 3.5404 -7.2218 -0.7801 0.4223 0.4834 0.356
H -8.5239 0.7969 -0.8778 0.0596 -0.3888 0.1948 0.348
H 0.0826 -1.0749 0.3007 -0.0804 0.0679 -1.0382 0.233
H -5.3164 -7.8139 2.9537 0.4815 -0.1039 -0.0718 0.248
H 3.6194 1.1633 -5.4331 -0.1434 -0.3649 0.1466 0.113
H -0.5032 -5.7369 -4.5366 -0.3130 0.0375 0.3660 0.226
H 8.3403 -3.5506 0.1096 0.3787 0.3555 0.1139 0.214
H -6.9142 -2.0926 -0.2958 0.2175 -0.0386 0.0197 0.294
H -2.9853 6.6003 -2.6168 -0.2443 -0.1906 -0.6282 0.347
H 4.6550 3.7335 -4.2970 -0.2217 0.1872 0.2435 0.327
H 1.4469 -6.8671 -4.9121 -0.1370 0.2105 -0.0571 0.289
H 4.9193 2.0640 8.9912 1.0347 -0.4530 0.3338 0.320
H -9.6045 0.2460 -2.1576 -0.0708 -0.2571 0.0294 0.351
H -2.5185 -0.1961 -0.5344 -0.0736 0.1757 -0.1659 0.308
H -1.5278 -1.8438 0.4220 0.1662 -0.0773 0.1046 0.212
H 3.7918 0.1203 5.9513 -0.2716 -0.2519 0.2978 0.331
H 0.8214 -4.7146 -3.9755 -0.1440 0.1674 0.2667 0.224
H -5.4206 6.9895 -2.7234 -0.4033 0.8300 -0.2644 0.301
H -1.0456 -0.3595 1.3192 -0.3049 -0.3465 0.4834 0.247
H 6.4906 -2.5373 1.7884 -0.0311 0.2725 -0.1052 0.341
H -6.2902 -7.3014 1.6192 -0.5610 0.0808 0.2876 0.205
H 5.4687 0.4403 8.1582 -0.0796 0.0551 0.8520 0.352
H 3.7486 0.8967 8.6550 0.1917 -0.7691 0.2930 0.278
H 3.3138 1.6109 5.2248 -0.2106 0.1039 0.0150 0.317
H 5.3989 2.6695 -6.6023 0.2636 -1.0735 -0.3143 0.339
H -4.7576 -5.5398 3.1962 -0.1194 -0.2244 0.1242 0.284
H 1.9563 2.7683 -4.5041 0.4038 -0.2189 0.1117 0.291
H 9.2844 -2.1195 1.9408 -0.1811 0.1937 0.2240 0.353
H -3.2876 8.2385 -3.2776 -0.0231 -0.0092 0.1539 0.299
H -6.7133 -6.9656 3.3942 -0.5864 0.3228 -0.3863 0.243
H -9.4687 -1.2028 0.1549 0.0082 -0.0373 -0.0731 0.306
H -2.6814 7.8653 -1.6195 -0.2867 0.7487 0.2688 0.325
H -7.9488 0.6322 -2.5213 0.0568 0.2093 -0.0396 0.322
H -4.8723 8.9162 -0.6949 0.0541 0.0870 0.0931 0.356



Record 5
14
Properties=species:S:1:pos:R:3:forces:R:3:mulliken_charge:R:1 method="wB97M-V/def2-TZVPD" charge=-1 lumo_ev=3.0 homo_energy_ev=-5.80 largest_force_ev_per_a=4.355 homo_lumo_gap_ev=8.77 relative_energy_ev=0.000
S 2.4192 0.4789 0.4767 -0.7384 -1.0550 -0.3341 -0.273
S -0.7113 -1.2611 -1.0938 -3.4739 1.6640 -2.0322 1.209
S 0.1785 1.9731 -0.6898 0.5261 1.7841 -0.3125 -0.224
O 0.5300 -1.4427 -1.8098 0.9083 -0.3215 0.2831 -0.647
O -1.6389 -0.2914 -1.7999 1.4087 -1.0009 1.0087 -0.760
O -1.4712 -2.4651 -0.7315 1.3174 0.7327 0.3349 -0.666
N 0.0600 1.7669 2.9114 -0.4482 1.0302 2.2954 -0.482
C 0.3597 1.4001 1.8852 0.2716 -0.9450 -1.6767 -0.005
C 0.6014 0.7864 0.5913 -0.2058 -0.5031 -0.3814 0.839
C -0.3450 -0.4457 0.5247 0.0038 0.4456 -2.3729 -1.356
H 0.0816 -1.3511 0.8549 0.2247 -0.6290 2.1918 0.480
H -0.8124 1.3645 -1.3307 -0.5473 -0.8604 -0.0905 0.225
H -1.3599 -0.0945 0.7172 0.1899 -0.5900 0.9951 0.446
H 2.1083 -0.4185 -0.5058 0.5631 0.2484 0.0912 0.214



Record 6
19
Properties=species:S:1:pos:R:3:forces:R:3:mulliken_charge:R:1 method="wB97M-V/def2-TZVPD" charge=+4 lumo_ev=-21.7 homo_energy_ev=-24.02 largest_force_ev_per_a=2.960 homo_lumo_gap_ev=2.32
Hf -2.1442 -4.5036 -0.7544 0.1012 1.4675 -1.0813 1.594
O -0.0888 -1.8123 0.0268 0.8372 0.4496 -1.0673 -0.176
O 1.0590 2.8062 1.2514 -0.5747 -0.6153 0.9770 -0.037
O 0.8997 -0.7901 1.8516 -0.3665 0.1541 -0.9743 -0.119
O -1.7705 -2.5157 -1.1872 -0.1834 -2.5208 1.5401 -0.533
O 2.0011 1.2939 0.1812 1.1205 -0.2429 0.4526 -0.094
N 1.3720 3.2343 -0.9638 -0.8023 -0.2415 -1.0361 -0.177
C 0.7598 -0.8118 0.6966 -0.1551 -0.1594 1.6085 0.318
C 1.4082 2.5275 0.1185 -0.0563 0.6942 -0.6831 0.649
C -2.3130 -1.1556 0.7598 -0.4917 0.3447 -0.6392 -0.863
C 1.6722 0.0627 -0.3220 -0.3221 -0.5222 -0.3245 -0.156
C -1.3813 -1.8265 -0.1531 0.1335 0.3854 0.4944 0.981
H 0.7503 4.0556 -1.0141 0.6133 0.4458 0.2455 0.360
H 1.3052 0.0424 -1.3478 -0.4091 0.2978 0.0160 0.423
H 1.5258 2.7869 -1.8710 0.2275 0.1081 -0.0354 0.318
H -3.3217 -1.2170 0.3579 -0.1515 -0.0421 0.0717 0.404
H -2.0779 -0.0894 0.8318 0.1538 0.0803 0.1987 0.360
H 2.6169 -0.5030 -0.2270 0.1420 -0.0876 0.0824 0.311
H -2.2728 -1.5845 1.7647 0.1836 0.0044 0.1544 0.440



Record 7
11
Properties=species:S:1:pos:R:3:forces:R:3:mulliken_charge:R:1 method="wB97M-V/def2-TZVPD" charge=-1 lumo_ev="4.2 / 4.2" homo_energy_ev="-2.50 / -3.12" largest_force_ev_per_a=2.716 homo_lumo_gap_ev="6.66 / 7.31" relative_energy_ev=4.090
P 1.9977 -1.0489 -0.0313 -1.5983 0.8189 0.6562 0.719
O 1.4212 -1.4163 -1.3372 -0.3802 0.2524 -0.4903 -0.592
O 3.1630 -1.7306 0.5357 0.7549 0.2752 0.6410 -0.639
O 0.7672 -0.9976 1.1590 0.7524 0.2216 -1.2449 -0.293
N 2.2969 1.5795 -0.5590 1.0783 -1.9978 0.1642 -0.383
N 1.2472 2.1091 -0.3744 -1.5616 0.3227 0.3654 -0.151
C -0.4731 -0.4657 0.6329 -0.3505 0.9628 2.1150 -0.416
H -0.8751 -1.0940 -0.1200 -0.4573 -0.8856 -0.5976 0.262
H 1.2114 3.1117 -0.7069 0.4127 0.1248 -0.0892 0.127
H -1.2713 -0.3450 1.5228 1.9545 -0.1984 -1.8758 0.164
H -0.2181 0.4831 0.1554 -0.6050 0.1035 0.3559 0.203